(1)
ORCA calculation (wB97M-V/def2-TZVPD) on a structure of composition C19H22BF2IN2O4S.

Structure (XYZ):
```
52
Properties=species:S:1:pos:R:3:forces:R:3
I -0.33558 -2.01324 -1.35331 0.093 -0.097 -0.093
S 0.89518 -1.52143 5.14425 -0.079 -0.020 0.079
F -1.37863 1.15923 -2.62946 0.001 0.037 -0.005
F 2.81536 1.59900 -1.87170 -0.091 -0.017 0.078
O 3.93108 0.94450 3.13228 0.292 0.600 -0.639
O 4.75089 0.05430 1.11119 -0.222 0.120 -0.045
O -1.41286 -2.50846 1.48025 -0.225 -0.184 0.237
O -3.13259 -2.05490 3.53905 -0.293 0.050 0.076
N -0.16642 -1.99397 4.04426 0.016 0.032 0.051
N 2.03083 -0.88081 4.22761 0.066 -0.011 0.019
C -4.10763 2.49269 -4.57577 -0.008 -0.047 -0.001
C -2.95806 2.44384 -3.80062 0.025 0.075 0.010
C -4.25608 -0.26961 2.31374 0.038 0.009 0.016
C 2.45990 -0.45740 -0.70913 -0.283 -0.246 -0.407
C 0.50500 -1.52142 0.50087 0.240 0.141 -0.577
C 6.46298 0.95349 -0.31345 0.337 0.185 0.150
C 2.35955 -0.59173 1.79598 0.110 0.014 -0.179
C 1.78270 -0.86451 0.57250 0.264 0.135 0.182
C -4.77657 1.32452 -4.91398 -0.016 -0.004 -0.008
C 5.67889 1.13963 0.96931 0.288 -0.170 -0.157
C 1.80971 0.74581 -1.39865 0.127 -0.048 0.074
C -4.29273 0.09929 -4.47692 -0.004 0.054 -0.006
C -2.52501 -1.66808 1.18220 -0.301 0.080 -0.144
C 0.36150 -1.66216 2.86336 0.067 0.069 0.049
C -3.61412 -1.65332 2.27770 0.087 0.072 0.162
C 1.63181 -1.01450 2.95467 -0.050 -0.030 0.052
C -2.49762 1.21191 -3.38279 -0.060 0.019 -0.026
C -0.21560 -1.89302 1.58348 -0.281 -0.141 0.268
C -3.14134 0.03445 -3.70551 0.017 -0.080 0.022
B 3.73189 0.17665 2.00349 -0.059 -0.178 0.296
H 1.20507 0.45664 -2.25555 -0.008 0.066 0.005
H -2.66426 -1.32407 3.95481 0.183 -0.084 -0.034
H 7.36830 1.56159 -0.25424 -0.019 0.053 -0.065
H -4.38530 -2.38473 2.03529 0.121 -0.134 -0.101
H -5.67321 1.36851 -5.51698 -0.004 0.002 -0.004
H 2.43318 -1.30915 -1.39091 0.084 -0.014 -0.030
H 3.50162 -0.22648 -0.54016 0.031 0.084 0.122
H 3.27498 1.63055 3.27298 -0.255 -0.296 0.404
H -4.25668 0.19475 1.32634 -0.157 -0.040 -0.055
H -4.81305 -0.81290 -4.73622 0.006 -0.014 -0.006
H -2.42266 3.34098 -3.52120 0.019 -0.013 -0.001
H 5.91028 1.28070 -1.19134 -0.135 -0.188 -0.038
H -2.98744 -2.03289 0.26258 0.070 0.025 -0.057
H 1.19044 1.30965 -0.69821 0.028 0.119 -0.043
H -4.48018 3.44905 -4.91715 -0.003 0.013 0.007
H -5.27426 -0.30873 2.69333 -0.030 0.021 0.029
H 6.78736 -0.07988 -0.42631 -0.112 -0.051 -0.032
H -3.67590 0.38562 2.96872 0.062 0.020 -0.017
H 5.13249 2.08269 0.92475 -0.023 0.025 0.159
H -2.17656 -0.65207 0.97736 0.125 0.024 0.105
H 6.35450 1.16855 1.82361 -0.091 -0.049 0.096
H -2.74512 -0.90914 -3.35644 0.010 0.010 0.021
```
Forces are in eV/Å.

F_max: 0.924 eV Å⁻¹
Spin multiplicity: 1
Frontier orbital gap: 8.12 eV

=====

(2)
ORCA calculation (wB97M-V/def2-TZVPD) on an isolated molecule of C4H8ClNO2.

Structure (XYZ):
```
16
Properties=species:S:1:pos:R:3:forces:R:3
Cl 2.11216 0.05664 -0.90558 0.068 0.088 0.001
O 0.76729 1.21721 2.49596 0.043 -0.019 -1.515
O 1.05385 2.26644 0.51951 -0.985 0.622 3.862
N -0.45111 -0.67381 0.07538 3.302 4.032 3.902
C 0.93617 1.15262 1.30031 0.359 1.708 0.251
C 1.07559 -0.12663 0.57571 -3.867 -0.591 -3.858
C -0.43657 -1.66015 -0.87390 -4.900 -2.089 -1.717
C -1.42198 0.43245 -0.07851 3.402 0.709 -1.053
H -1.27861 0.90239 -1.17176 -0.405 -0.265 2.439
H 0.46663 -1.84579 -1.30654 2.470 -0.546 -1.305
H 1.63244 -0.79083 1.12796 0.449 -1.937 1.426
H -1.26397 1.08932 0.84190 -0.842 -0.465 -1.741
H -0.85439 -2.57157 -0.41750 0.570 -0.307 -0.123
H -1.26538 -1.53493 -1.73272 1.949 0.439 1.450
H -2.32126 -0.08246 -0.07217 -2.128 -0.386 0.169
H 1.24915 2.16912 -0.37807 0.516 -0.993 -2.188
```
Forces are in eV/Å.

F_max: 6.510 eV Å⁻¹
Spin multiplicity: 1
Energy relative to the best compared isomer or geometry (same formula, charge and spin): 191.4 kJ/mol
Frontier orbital gap: 9.45 eV

=====

(3)
ORCA calculation (wB97M-V/def2-TZVPD) on an isolated molecule of C17H24N2O2S.

Structure (XYZ):
```
46
Properties=species:S:1:pos:R:3:forces:R:3
S 1.28080 -2.09674 0.85354 0.507 -0.559 -0.549
O 0.39887 1.76116 -2.99121 -0.085 -0.481 0.072
O 0.50129 -1.10558 -3.27831 -0.301 -0.010 0.082
N 0.91736 -0.01388 2.42469 -0.241 0.011 0.163
N -0.92908 -1.36870 2.08165 -0.031 0.446 0.243
C -1.87024 -0.79435 -0.57130 -0.172 0.102 -0.076
C -0.24916 -0.45108 -2.35085 -0.170 -0.019 0.128
C -0.34334 0.94252 -2.17067 0.077 0.018 -0.118
C -1.94953 0.57635 -0.40017 -0.038 -0.108 -0.060
C 2.23978 1.44476 0.97808 0.010 -0.026 0.292
C -0.89043 1.65314 2.67705 0.120 0.000 0.078
C -2.62691 -1.73228 0.32714 0.297 -0.010 0.133
C 1.60248 -0.47910 -3.89578 0.371 0.088 -0.284
C -1.67976 -2.36725 1.35764 -0.356 -0.339 -0.090
C 2.55806 1.16663 -0.27140 0.103 0.058 -0.153
C -1.01850 -1.28449 -1.54755 0.065 0.299 -0.155
C -1.19522 1.42775 -1.18929 0.090 0.144 -0.074
C -2.09665 1.86263 3.17187 -0.084 0.050 0.045
C 0.37031 -1.09221 1.80755 0.098 -0.174 0.241
C 0.16247 0.81205 3.34468 -0.084 0.072 0.151
C 2.26048 0.41611 2.07357 0.358 -0.023 -0.143
C 0.28128 3.15125 -2.83977 -0.026 0.207 0.006
H 1.91831 2.43885 1.26502 -0.050 0.183 -0.081
H -0.74169 3.49459 -3.02781 0.037 -0.013 0.036
H 2.52396 1.90593 -1.05394 -0.059 0.205 -0.125
H -2.41165 1.42584 4.10675 -0.021 -0.150 0.195
H 1.28885 0.27415 -4.62209 0.068 -0.096 0.084
H -0.28556 0.18469 4.12561 0.026 0.102 -0.014
H 0.87794 1.48109 3.83418 -0.055 -0.135 -0.013
H -2.25339 -2.96299 2.07543 0.061 -0.021 -0.091
H -2.60985 0.99510 0.34545 -0.061 0.011 0.068
H -3.41713 -1.18572 0.84820 -0.068 -0.019 -0.057
H 2.13456 -1.28025 -4.40921 0.001 0.066 0.040
H -3.08657 -2.53201 -0.25503 -0.108 -0.021 0.040
H -1.48998 -0.62010 2.46172 0.062 0.014 0.021
H -0.95636 -3.01240 0.85562 -0.169 0.042 0.150
H 2.86445 0.17434 -0.55712 0.055 -0.239 -0.005
H 2.80989 -0.46584 1.73802 -0.025 0.203 0.162
H 2.26533 -0.01839 -3.16069 -0.013 -0.007 -0.029
H 0.59746 3.48224 -1.84427 -0.029 -0.016 -0.017
H -0.58978 2.09302 1.73626 -0.014 0.080 -0.145
H -1.28967 2.49129 -1.03512 0.032 0.113 -0.042
H -2.81606 2.49199 2.67659 -0.100 0.138 -0.140
H 2.74075 0.81738 2.97144 -0.076 -0.055 -0.020
H -0.91798 -2.34625 -1.70756 0.054 -0.159 -0.019
H 0.94607 3.58256 -3.58760 -0.058 0.030 0.071
```
Forces are in eV/Å.

F_max: 0.933 eV Å⁻¹
Spin multiplicity: 1
Energy relative to the best compared isomer or geometry (same formula, charge and spin): 373.3 kJ/mol
Frontier orbital gap: 8.37 eV

=====

(4)
ORCA calculation (wB97M-V/def2-TZVPD) on the ion C3H7N2S with charge +1.

Structure (XYZ):
```
13
Properties=species:S:1:pos:R:3:forces:R:3
S -1.25187 -1.02332 -1.83002 0.490 0.190 1.342
N -0.15811 1.55032 0.04237 0.597 -0.716 0.653
N 1.13268 -0.32178 0.11686 -0.485 -1.016 0.390
C -0.02615 -1.14732 0.68805 2.746 3.149 0.744
C -1.12171 -0.72803 -0.22991 -4.726 -2.607 -0.818
C 0.93545 0.90277 -0.23162 1.029 1.157 -1.273
H -0.32301 2.45566 -0.29574 -0.261 1.274 -0.431
H 1.64801 1.37855 -0.90518 0.256 0.023 0.562
H -0.07604 -0.71871 1.72218 -0.690 -0.623 -0.699
H 0.45205 -2.10682 0.77443 -0.940 -0.912 -0.411
H -0.91525 0.93364 0.26480 -0.857 0.966 0.597
H -2.14163 -0.35712 0.25690 2.204 -0.623 -0.577
H 1.84560 -0.81784 -0.37311 0.639 -0.261 -0.080
```
Forces are in eV/Å.

F_max: 5.459 eV Å⁻¹
Spin multiplicity: 1
Energy relative to the best compared isomer or geometry (same formula, charge and spin): 213.0 kJ/mol
Total charge: +1
Frontier orbital gap: 8.02 eV